Entry 1:
# C24H30N8OReS3

C24H30N8OReS3 as an isolated structure (ωB97M-V with the def2-TZVPD basis set, the OMol25 dataset).

Geometry as ORCA input:
```
! wB97M-V def2-TZVPD RIJCOSX def2/J DEFGRID3
* xyz 2 4
C -0.5129 -3.1845 2.9058
C -1.3704 0.7584 -5.3618
H -2.8464 -1.3304 0.5973
H -3.2639 2.0241 -2.9690
H 4.1161 -3.6369 -0.3173
C -0.9901 1.3771 2.6423
H 5.2996 -3.1683 -1.5346
H 1.9858 -4.4678 -0.9857
H 1.0392 -2.0529 1.8812
S -2.1011 -0.0461 -1.5057
N 2.7104 -0.2027 0.9363
H 3.6027 1.1678 2.4419
H 3.0525 0.2599 3.8293
C -0.7216 1.7801 5.3905
H -0.6247 1.9203 6.4570
H 4.4709 -2.5174 -3.8684
H -3.0446 1.8609 2.9078
C 2.1753 -4.1626 -2.0089
C -2.1695 -1.8486 1.2566
H 0.6338 -1.0696 -4.0283
H -2.8275 2.2257 5.3480
H -2.2153 2.7860 -5.2685
H -3.6839 -2.9595 2.2754
N 0.3207 2.0235 -0.8682
S 4.3648 -1.2778 -0.7107
C -0.4357 -1.2523 -4.1003
C 1.5638 -4.1918 -4.3315
Re -0.1875 0.1062 0.0488
H 0.7815 2.6207 -0.1829
C 2.8060 1.0985 3.1728
C -2.4765 1.7656 -5.0013
C -0.0190 -2.2489 1.9756
N -1.8207 -3.4134 3.0152
C -1.9617 1.9428 4.7643
C -2.6233 -2.7592 2.1909
C 1.4785 0.8671 2.5131
H 1.3120 -3.8292 3.6253
H -3.4344 1.5149 -5.4556
H -1.6593 0.0817 -6.1636
C 0.3719 1.4448 4.6361
C 3.5736 -3.0744 -3.6262
N -0.8499 -1.5907 1.1729
H 0.9333 1.9610 -1.6788
C 1.3025 -4.5491 -3.0160
N -2.5464 1.6102 -3.5420
H 2.9251 -3.1972 -5.6627
S 1.3765 -1.0346 -1.2617
N -1.1874 -0.0065 -4.1134
C 3.3129 -3.4220 -2.3037
H -0.4321 1.2407 -5.6372
H 0.9020 -4.5168 -5.1239
N 1.4524 0.3050 1.3135
O -1.1862 1.2144 1.3298
C 4.2651 -3.0364 -1.2121
H 2.7645 2.0022 3.7725
H -0.7596 -1.8677 -3.2639
H 0.4331 -5.1471 -2.7768
N 0.3144 -3.8514 3.7341
C -1.8775 0.5318 -3.1326
H -0.5354 2.5039 -1.1408
H -0.6410 -1.7808 -5.0283
C 2.7021 -3.4534 -4.6352
H 1.3208 1.3088 5.1304
C 2.7542 -0.8184 -0.1846
C -2.0933 1.7447 3.4086
H -0.0876 -4.5402 4.3489
C 0.2763 1.2309 3.2366
*
```

As for the HOMO energy (spin up / spin down): -13.442 / -13.523 eV. The LUMO energy (spin up / spin down) is -5.8 / -7.3 eV. Its expectation value of S² is 3.7745. The orbital gap (spin up / spin down) comes out at 7.67 / 6.20 eV.

Population analysis type natural (NBO), resulting atomic charges in e:
1. C 0.376
2. C -0.224
3. H 0.229
4. H 0.441
5. H 0.232
6. C 0.439
7. H 0.257
8. H 0.210
9. H 0.219
10. S -0.132
11. N -0.344
12. H 0.275
13. H 0.265
14. C -0.233
15. H 0.244
16. H 0.224
17. H 0.240
18. C -0.238
19. C -0.057
20. H 0.234
21. H 0.240
22. H 0.236
23. H 0.231
24. N -0.982
25. S 0.329
26. C -0.420
27. C -0.219
28. Re 1.314
29. H 0.422
30. C -0.697
31. C -0.234
32. C -0.022
33. N -0.384
34. C -0.108
35. C 0.061
36. C 0.442
37. H 0.407
38. H 0.229
39. H 0.237
40. C -0.117
41. C -0.229
42. N -0.431
43. H 0.423
44. C -0.203
45. N -0.557
46. H 0.228
47. S -0.063
48. N -0.351
49. C 0.035
50. H 0.224
51. H 0.225
52. N -0.428
53. O -0.751
54. C -0.553
55. H 0.250
56. H 0.240
57. H 0.223
58. N -0.761
59. C 0.387
60. H 0.418
61. H 0.233
62. C -0.206
63. H 0.228
64. C -0.073
65. C -0.290
66. H 0.430
67. C -0.270

Entry 2:
# C2H6N4O2

One molecule with the formula C2H6N4O2 (ωB97M-V with the def2-TZVPD basis set, the OMol25 dataset).

Geometry as ORCA input:
```
! wB97M-V def2-TZVPD RIJCOSX def2/J DEFGRID3
* xyz 0 1
H 0.6149 -2.6694 1.8632
O 0.6542 -0.8384 -0.0514
O -1.0440 -0.0098 1.2454
N -0.1783 -2.0401 1.8220
C -0.1958 -0.9168 0.8795
N 2.0919 0.8234 -0.1597
H -1.8045 1.0453 -0.5118
H 2.4601 1.8484 -0.3102
H -1.8808 0.2823 -1.7225
H 0.3910 1.9012 -2.2048
H -0.7791 -1.8882 2.7934
N -1.3518 1.0694 -1.3549
C 1.0046 0.3912 -0.7430
N 0.0176 1.0015 -1.5453
*
```

The value obtained for the energy relative to the best compared isomer or geometry (same formula, charge and spin) is 319.1 kJ/mol. As for the HOMO energy: -9.506 eV. As for the SMILES: [H]/N=C(\NN)OC(N)=O. The LUMO energy is 0.7 eV. The orbital gap comes out at 10.21 eV.

Population analysis type natural (NBO), resulting atomic charges in e:
1. H 0.393
2. O -0.504
3. O -0.715
4. N -0.881
5. C 0.907
6. N -0.686
7. H 0.391
8. H 0.371
9. H 0.339
10. H 0.403
11. H 0.435
12. N -0.639
13. C 0.673
14. N -0.486

Entry 3:
# C15H48BNO20

C15H48BNO20 as an isolated structure (ωB97M-V with the def2-TZVPD basis set, the OMol25 dataset).

Geometry as ORCA input:
```
! wB97M-V def2-TZVPD RIJCOSX def2/J DEFGRID3
* xyz 0 1
H 1.3069 0.7517 -3.7038
H 1.1619 0.1737 -5.7078
C -0.9441 0.0167 -3.9838
H -2.0961 3.6137 -1.9308
H -1.7561 4.4947 -0.0078
C 0.9709 -2.2023 -5.4118
O 2.9079 2.7377 -2.2328
C 0.9679 1.4997 1.0982
H -4.7811 -0.2563 3.9322
H -3.7221 -5.0513 2.6262
H -1.0091 2.1017 -1.3628
H 2.1159 3.0967 -2.6328
O -1.7001 3.7167 0.7172
H -2.6091 -3.8003 5.6252
H -0.8741 -2.6153 -0.0318
H 1.5949 4.0087 0.8152
C -1.2141 1.8717 -2.4018
H 2.3299 2.4297 -1.5178
O -0.2151 -3.7093 2.2502
O 1.4959 0.1937 2.8852
H -3.2651 0.5707 -3.7318
H 2.5789 0.4017 6.2872
H 5.6339 0.0747 1.9432
H -0.8671 3.5867 1.1332
C 0.6479 -0.2383 -3.7018
H 4.5539 1.2207 1.6912
O 2.8119 -0.3443 -0.2908
H 2.0109 -0.0323 5.0222
H 3.4829 0.0917 -0.6608
C -1.4131 -0.3503 -1.6068
O 5.3639 2.9257 3.8722
O -2.4811 -4.3323 4.9002
H -1.9291 -0.1783 -0.7748
H 2.7399 -1.2113 -0.8258
C -1.8041 -1.8243 -1.8178
H 1.4939 -3.8403 1.2142
O 0.0679 0.5297 1.0362
H -2.5221 -4.8773 1.5312
C -2.2821 2.8277 -2.6938
C 1.8519 1.1487 2.1332
H -3.7721 0.0377 -2.5328
C -1.1551 -1.6883 3.0682
O -2.3711 -2.0253 3.2252
O 0.8839 2.5837 0.5772
H -1.0681 0.6757 -4.8638
H 1.0709 -5.2653 0.4642
O 2.8299 0.0387 5.5322
H -0.9861 -2.3083 -2.4468
O -0.8891 -0.5003 3.0392
H -2.1251 3.1377 -3.7448
O -3.2691 -5.3603 1.9162
H -1.4621 -0.8073 -4.2098
H 1.4829 3.3447 5.2562
H 2.3759 -0.8643 -4.9448
H -0.5061 -0.4783 -1.3338
H 1.4299 -2.7223 -6.2238
B 0.2879 -0.3943 2.1562
H 5.0539 3.4497 3.0942
H -4.4221 2.4167 -3.0688
H 1.0179 -0.7943 -2.9228
O 2.8669 1.7567 2.3212
H -2.1771 -3.6273 4.4012
H 6.2589 3.1957 4.0112
C -3.5451 2.1047 -2.4488
C 1.2579 -0.7683 -4.9898
O 1.9489 -4.5943 0.8112
H -0.0461 -2.5293 -5.2798
H -3.9571 2.0067 -1.4098
H -2.8491 -1.9263 -2.2528
H -2.4551 -3.5313 -0.5938
C -1.9791 -2.6813 -0.4448
O 1.9449 4.7367 1.2562
H 1.6989 -2.9043 -4.6548
H 2.5009 5.1137 0.5412
O -4.8171 -1.1313 3.6672
O 1.6759 3.6057 4.3842
O 0.6379 -1.8653 1.8132
H -2.5571 -2.2303 0.0662
H -0.3851 2.1197 -2.9268
H 2.3859 3.1297 3.9792
C -3.1611 0.6127 -2.8928
O 5.5189 0.9767 1.7062
H -3.8841 -1.1883 3.5592
C -0.2801 -2.5523 2.4172
N -1.6151 0.4747 -2.7658
*
```

The value obtained for the energy relative to the best compared isomer or geometry (same formula, charge and spin) is 508.0 kJ/mol. As for the HOMO energy: -9.874 eV. The LUMO energy is -0.7 eV. The orbital gap comes out at 9.17 eV.

Population analysis type Mulliken, resulting atomic charges in e:
1. H -0.028
2. H 0.342
3. C -1.063
4. H 0.249
5. H 0.339
6. C -1.180
7. O -0.664
8. C 0.886
9. H 0.317
10. H 0.300
11. H -0.575
12. H 0.336
13. O -0.636
14. H 0.275
15. H 0.124
16. H 0.481
17. C 0.271
18. H 0.202
19. O -0.595
20. O -0.561
21. H 1.265
22. H 0.247
23. H 0.288
24. H 0.354
25. C 0.503
26. H 0.398
27. O -0.478
28. H 0.323
29. H 0.251
30. C -3.724
31. O -0.575
32. O -0.625
33. H 1.753
34. H 0.246
35. C -0.241
36. H 0.448
37. O 0.283
38. H 0.327
39. C -0.784
40. C -0.265
41. H 1.160
42. C 0.241
43. O -0.816
44. O -0.828
45. H 0.445
46. H 0.324
47. O -0.550
48. H 0.140
49. O -0.530
50. H 0.357
51. O -0.656
52. H 0.723
53. H 0.261
54. H 0.394
55. H 1.715
56. H 0.445
57. B 1.169
58. H 0.291
59. H 0.426
60. H 0.321
61. O -0.697
62. H 0.220
63. H 0.264
64. C -0.740
65. C -0.957
66. O -0.755
67. H 0.270
68. H 0.301
69. H 0.247
70. H 0.655
71. C -2.433
72. O -0.606
73. H 0.233
74. H 0.294
75. O -0.613
76. O -0.614
77. O -0.647
78. H 1.241
79. H 0.583
80. H 0.311
81. C -2.509
82. O -0.671
83. H 0.438
84. C 1.226
85. N 1.111

no.,E (eV)
1,-73967.764
2,-12223.345
3,-59442.212